# 1
This record from OMol25 describes 2 unconnected molecules or ions with the total composition C4H12. The level of theory is ωB97M-V with the def2-TZVPD basis set.

Last column: natural (NBO) charge in e.
Atoms and positions in Å:
C (-0.520, 2.415, 1.614)  -0.6091
C (-1.332, 1.922, 0.431)  -0.6178
H (0.315, 1.741, 1.785)  0.2057
H (0.004, 3.422, 1.605)  0.2082
H (-1.200, 2.469, 2.397)  0.2010
H (-0.587, 1.542, -0.265)  0.1972
H (-1.989, 2.582, -0.148)  0.2062
H (-1.875, 1.058, 0.502)  0.2084
C (1.238, -2.228, -1.588)  -0.6040
C (0.478, -2.118, -0.318)  -0.5965
H (0.922, -1.593, -2.386)  0.1984
H (2.248, -2.043, -1.475)  0.1976
H (1.192, -3.080, -2.117)  0.1968
H (-0.539, -2.281, -0.475)  0.2043
H (0.762, -1.034, -0.033)  0.1992
H (0.883, -2.773, 0.473)  0.2043

Its energy relative to the best compared isomer or geometry (same formula, charge and spin) is 28.5 kcal/mol. The value obtained for the total energy is -4341.29383 eV. The value obtained for the LUMO energy is 1.10 eV. The total charge is 0.

=====

# 2
This record from OMol25 describes 6 unconnected molecules or ions with the total composition H12O6. The level of theory is ωB97M-V with the def2-TZVPD basis set.

Last column: natural (NBO) charge in e.
Atoms and positions in Å:
O (0.622, -1.395, 1.453)  -1.0121
H (0.201, -0.774, 2.059)  0.4866
H (-0.089, -1.980, 1.145)  0.4900
O (0.706, 0.479, -4.011)  -0.9708
H (1.483, 0.940, -3.783)  0.4593
H (0.025, 0.876, -3.461)  0.4543
O (1.463, 0.766, -0.137)  -1.0166
H (1.035, 0.569, -0.969)  0.4530
H (1.166, 0.077, 0.478)  0.5002
O (-2.284, -2.591, 0.363)  -1.4648
H (-1.843, -2.507, -0.501)  0.3353
H (-3.015, -3.228, 0.251)  0.3542
O (2.503, 3.906, -0.336)  -0.9637
H (1.737, 3.605, 0.158)  0.4827
H (3.057, 3.137, -0.484)  0.4783
O (-1.983, -0.378, 2.465)  -1.0113
H (-2.569, -0.256, 3.214)  0.4489
H (-2.214, -1.246, 2.095)  0.4964

Its energy relative to the best compared isomer or geometry (same formula, charge and spin) is 13.4 kcal/mol. The value obtained for the total energy is -12479.49761 eV. As for the expectation value of S²: 0.75. As for the multiplicity: 2. The value obtained for the LUMO energy (alpha / beta) is 3.25 / 3.19 eV. The total charge is -1.

=====

# 3
This record from OMol25 describes a molecular structure, C41H50BFeN6S3. The level of theory is ωB97M-V with the def2-TZVPD basis set.

Last column: natural (NBO) charge in e.
Atoms and positions in Å:
Fe (-0.370, -0.126, -2.278)  0.9196
C (4.567, -0.739, -0.982)  -0.6469
C (3.526, -0.012, -0.217)  -0.0384
C (3.800, 0.835, 0.832)  -0.1284
C (2.735, 1.466, 1.517)  0.2346
N (1.488, 1.286, 1.151)  -0.1881
N (1.203, 0.462, 0.155)  -0.4548
B (-0.207, 0.036, -0.143)  0.8515
N (-1.287, 0.893, 0.529)  -0.3930
N (-1.457, 0.792, 1.837)  -0.1948
C (-2.396, 1.485, 2.432)  0.2445
C (-3.272, 2.308, 1.683)  -0.1354
C (-3.121, 2.410, 0.324)  0.0054
C (-3.986, 3.243, -0.544)  -0.6480
C (-2.061, 1.666, -0.252)  0.1086
S (-1.683, 1.721, -1.910)  -0.0472
C (-2.519, 1.431, 3.936)  -0.0863
C (-2.155, 2.824, 4.469)  -0.5983
C (-3.952, 1.069, 4.345)  -0.6008
C (-1.548, 0.409, 4.517)  -0.5946
N (-0.402, -1.426, 0.307)  -0.3745
N (0.271, -1.778, 1.371)  -0.1987
C (0.141, -2.979, 1.883)  0.2492
C (-0.756, -3.907, 1.306)  -0.1524
C (-1.468, -3.557, 0.180)  0.0244
C (-2.397, -4.466, -0.537)  -0.6486
C (-1.245, -2.255, -0.335)  0.0798
S (-1.965, -1.673, -1.769)  0.0031
C (0.980, -3.237, 3.108)  -0.0864
C (0.384, -2.387, 4.236)  -0.5902
C (2.412, -2.765, 2.829)  -0.5951
C (0.965, -4.701, 3.532)  -0.6125
C (2.169, -0.194, -0.540)  0.2074
S (1.648, -1.218, -1.804)  -0.0813
C (3.028, 2.326, 2.724)  -0.0829
C (3.908, 1.511, 3.687)  -0.6040
C (1.729, 2.716, 3.427)  -0.5975
C (3.778, 3.588, 2.270)  -0.5984
H (5.555, -0.332, -0.793)  0.2427
H (4.350, -0.702, -2.047)  0.2432
H (4.565, -1.787, -0.687)  0.2498
H (4.824, 0.993, 1.130)  0.2463
H (-4.058, 2.856, 2.173)  0.2456
H (-4.893, 3.538, -0.025)  0.2443
H (-4.235, 2.703, -1.457)  0.2470
H (-3.445, 4.144, -0.837)  0.2518
H (-2.845, 3.586, 4.116)  0.2105
H (-1.149, 3.097, 4.162)  0.2150
H (-2.191, 2.812, 5.555)  0.2325
H (-4.669, 1.824, 4.038)  0.2093
H (-4.003, 0.983, 5.427)  0.2346
H (-4.248, 0.114, 3.917)  0.2145
H (-0.554, 0.580, 4.116)  0.2139
H (-1.864, -0.598, 4.266)  0.2112
H (-1.511, 0.503, 5.599)  0.2264
H (-0.884, -4.890, 1.727)  0.2514
H (-2.491, -5.424, -0.036)  0.2454
H (-2.038, -4.620, -1.556)  0.2488
H (-3.382, -4.007, -0.621)  0.2489
H (0.455, -1.335, 3.982)  0.2168
H (0.934, -2.572, 5.153)  0.2273
H (-0.659, -2.647, 4.402)  0.2105
H (2.408, -1.724, 2.518)  0.2086
H (2.870, -3.364, 2.047)  0.2129
H (3.003, -2.859, 3.734)  0.2271
H (-0.032, -5.004, 3.841)  0.2138
H (1.623, -4.828, 4.387)  0.2370
H (1.314, -5.354, 2.737)  0.2158
H (3.493, 0.518, 3.847)  0.2123
H (3.960, 2.016, 4.647)  0.2362
H (4.924, 1.407, 3.316)  0.2111
H (1.193, 1.822, 3.735)  0.2108
H (1.092, 3.293, 2.761)  0.2166
H (1.954, 3.312, 4.308)  0.2263
H (4.700, 3.337, 1.752)  0.2076
H (4.031, 4.191, 3.138)  0.2335
H (3.156, 4.184, 1.606)  0.2165
C (-3.012, 0.075, -8.877)  -0.1424
C (-3.657, -0.914, -8.143)  -0.2079
C (-3.261, -1.182, -6.852)  -0.1610
C (-2.188, -0.481, -6.271)  -0.0402
C (-1.524, 0.496, -7.032)  -0.1754
C (-1.944, 0.772, -8.316)  -0.2053
C (-1.849, -0.766, -4.896)  -0.1236
C (-0.799, -0.325, -4.209)  -0.1942
C (0.515, 0.146, -4.335)  -0.2314
C (1.555, -0.682, -4.843)  -0.1047
C (2.858, -0.231, -4.861)  -0.1867
C (3.183, 1.030, -4.370)  -0.1676
C (2.183, 1.854, -3.867)  -0.1804
C (0.868, 1.434, -3.850)  -0.2547
H (-3.342, 0.302, -9.880)  0.2349
H (-4.475, -1.468, -8.576)  0.2352
H (-3.771, -1.947, -6.286)  0.2172
H (-0.700, 1.046, -6.601)  0.2110
H (-1.441, 1.538, -8.885)  0.2319
H (-2.586, -1.365, -4.371)  0.2300
H (1.301, -1.664, -5.219)  0.2323
H (3.636, -0.858, -5.268)  0.2400
H (4.202, 1.380, -4.403)  0.2371
H (2.425, 2.843, -3.513)  0.2383
H (0.086, 2.148, -3.638)  0.2436

The value obtained for the total energy is -119825.49480 eV. As for the expectation value of S²: 8.84. As for the multiplicity: 6. The value obtained for the LUMO energy (alpha / beta) is -6.29 / -7.87 eV. The total charge is +2.

=====

# 4
This record from OMol25 describes 2 unconnected molecules or ions with the total composition CHCl3I. The level of theory is ωB97M-V with the def2-TZVPD basis set.

Last column: natural (NBO) charge in e.
Atoms and positions in Å:
I (1.608, -2.413, 1.648)  -0.9707
C (-0.283, 0.421, -0.233)  -0.2902
Cl (-0.736, 1.974, 0.504)  -0.0224
Cl (1.004, 0.633, -1.447)  -0.0064
Cl (-1.650, -0.353, -1.013)  -0.0034
H (0.057, -0.262, 0.541)  0.2932

Its energy relative to the best compared isomer or geometry (same formula, charge and spin) is 0.1 kcal/mol. The value obtained for the total energy is -46723.90642 eV. The value obtained for the LUMO energy is 3.00 eV. The total charge is -1.